{
  "formula": "C30H81N16O7P4Sr",
  "method": "ωB97M-V with the def2-TZVPD basis set",
  "total_energy_ev": -108589.134,
  "total_charge": 1,
  "lumo_ha": -0.1006,
  "elements": ["Sr", "N", "O", "O", "O", "O", "P", "N", "C", "C", "N", "C", "C", "N", "C", "C", "H", "H", "H", "H", "H", "H", "H", "H", "H", "H", "H", "H", "H", "H", "H", "H", "H", "H", "O", "P", "N", "C", "C", "N", "C", "C", "N", "C", "C", "H", "H", "H", "H", "H", "H", "H", "H", "H", "H", "H", "H", "H", "H", "H", "H", "H", "H", "O", "P", "N", "C", "C", "N", "C", "C", "N", "C", "C", "H", "H", "H", "H", "H", "H", "H", "H", "H", "H", "H", "H", "H", "H", "H", "H", "H", "H", "O", "P", "N", "C", "C", "N", "C", "C", "N", "C", "C", "H", "H", "H", "H", "H", "H", "H", "H", "H", "H", "H", "H", "H", "H", "H", "H", "H", "H", "C", "C", "N", "H", "H", "H", "C", "C", "N", "H", "H", "H", "C", "C", "N", "H", "H", "H"],
  "coordinates": [[4.410, -15.968, 15.186], [1.800, -16.633, 13.566], [1.683, -15.591, 14.262], [0.924, -17.017, 12.809], [2.795, -17.341, 13.950], [3.885, -13.308, 15.486], [3.034, -12.113, 15.663], [3.755, -10.586, 15.705], [3.223, -9.411, 14.987], [4.612, -10.273, 16.852], [2.272, -12.177, 17.178], [2.086, -13.400, 17.915], [1.377, -11.106, 17.569], [1.753, -12.002, 14.598], [0.481, -12.666, 14.846], [2.031, -11.772, 13.176], [3.366, -9.519, 13.916], [3.800, -8.573, 15.369], [2.165, -9.312, 15.233], [4.012, -9.630, 17.513], [5.442, -9.622, 16.576], [4.846, -11.192, 17.379], [3.019, -13.943, 18.111], [1.752, -13.187, 18.932], [1.436, -14.164, 17.471], [0.356, -11.506, 17.623], [1.604, -10.787, 18.592], [1.367, -10.245, 16.910], [-0.311, -11.939, 15.035], [0.188, -13.358, 14.057], [0.492, -13.307, 15.729], [1.068, -11.817, 12.661], [2.527, -12.651, 12.749], [2.461, -10.799, 12.965], [2.023, -22.484, 15.513], [0.559, -22.351, 15.285], [0.030, -20.724, 15.147], [0.023, -20.019, 13.874], [0.030, -19.874, 16.310], [-0.440, -23.054, 16.422], [0.023, -24.144, 17.277], [-1.663, -22.425, 16.917], [0.086, -23.065, 13.858], [-1.230, -23.568, 13.547], [1.016, -23.030, 12.731], [-0.478, -19.056, 13.963], [-0.555, -20.524, 13.097], [1.041, -19.895, 13.491], [-0.919, -19.359, 16.483], [0.868, -19.171, 16.298], [0.210, -20.518, 17.175], [-0.294, -24.012, 18.309], [-0.405, -25.106, 16.968], [1.088, -24.346, 17.161], [-1.480, -21.723, 17.741], [-2.180, -21.975, 16.074], [-2.289, -23.153, 17.439], [-1.789, -22.900, 12.881], [-1.182, -24.515, 13.000], [-1.811, -23.771, 14.444], [1.163, -22.012, 12.348], [0.645, -23.607, 11.886], [2.000, -23.396, 13.025], [5.828, -17.915, 14.750], [5.838, -19.396, 14.629], [7.253, -20.103, 14.173], [8.259, -19.318, 13.486], [7.517, -21.534, 14.111], [4.758, -19.968, 13.470], [4.467, -19.358, 12.179], [4.221, -21.312, 13.509], [5.359, -20.080, 16.074], [4.018, -19.887, 16.613], [6.389, -20.440, 17.039], [8.081, -18.243, 13.534], [8.354, -19.541, 12.416], [9.239, -19.526, 13.926], [6.701, -22.057, 14.615], [8.426, -21.824, 14.637], [7.467, -21.866, 13.073], [4.617, -18.279, 12.209], [5.154, -19.707, 11.401], [3.445, -19.511, 11.839], [4.246, -21.848, 14.464], [3.141, -21.297, 13.341], [4.744, -22.021, 12.855], [3.306, -19.855, 15.789], [3.688, -20.747, 17.201], [4.042, -19.044, 17.316], [7.125, -21.114, 16.605], [5.957, -20.908, 17.921], [6.912, -19.529, 17.363], [4.746, -15.155, 12.839], [5.019, -14.681, 11.451], [6.427, -15.334, 10.801], [6.797, -16.722, 11.135], [6.995, -15.007, 9.509], [5.258, -13.029, 11.350], [5.183, -12.253, 10.128], [5.498, -12.202, 12.528], [3.794, -15.100, 10.368], [2.484, -14.495, 10.619], [3.746, -16.401, 9.727], [7.877, -16.847, 11.201], [6.359, -17.422, 10.423], [6.400, -16.973, 12.120], [6.651, -14.084, 9.041], [6.872, -15.856, 8.833], [8.067, -14.779, 9.574], [6.118, -11.785, 9.811], [4.715, -12.878, 9.367], [4.498, -11.408, 10.277], [5.935, -12.673, 13.403], [6.252, -11.447, 12.269], [4.613, -11.586, 12.711], [2.148, -14.744, 11.631], [2.554, -13.409, 10.533], [1.736, -14.851, 9.913], [3.151, -17.140, 10.271], [4.712, -16.791, 9.424], [3.258, -16.272, 8.755], [0.591, -19.225, 10.640], [0.490, -18.195, 9.570], [0.505, -17.349, 8.792], [-0.057, -20.082, 10.513], [0.370, -18.698, 11.569], [1.663, -19.413, 10.699], [-1.678, -16.392, 11.245], [-2.246, -17.718, 11.435], [-2.683, -18.760, 11.637], [-1.148, -16.345, 10.298], [-1.013, -16.220, 12.089], [-2.496, -15.673, 11.222], [-1.519, -15.691, 15.926], [-2.228, -15.533, 14.642], [-2.796, -15.365, 13.661], [-2.245, -16.185, 16.574], [-1.181, -14.723, 16.284], [-0.648, -16.345, 15.904]]
}